Entry 1:
Below is a molecular structure, C39H34Co2N2O5PS at a distorted geometry, with properties calculated with ωB97M-V with the def2-TZVPD basis set.

Output
Frontier orbital gap = 5.62 eV
Charge = +1

XYZ file:
```
84
Properties=species:S:1:pos:R:3:forces:R:3
O -1.573623 2.908360 -1.705657 0.36 -3.20 0.57
C 0.058797 0.579838 -3.714019 3.96 1.23 -0.16
C 1.428507 -4.640891 1.129913 0.15 0.16 -0.10
C 4.941678 -0.280180 -3.768319 -0.10 -0.17 0.05
H 5.040971 2.542812 -2.894927 0.27 -0.04 0.06
C -5.452009 -1.821387 2.488132 0.20 -0.11 -0.18
H -2.272814 -1.742455 -1.659521 0.76 -0.06 -0.02
C -2.709193 1.164287 -4.298807 -3.16 2.49 -1.73
H 4.585716 -2.315677 -4.371216 0.10 0.03 0.20
C -3.379857 -3.089489 2.426517 0.05 0.20 -0.22
C 3.731689 0.307166 -1.757875 0.21 -0.89 -0.26
C 1.075537 -4.003375 -0.060499 -0.28 0.38 -0.24
C 2.139901 -3.944124 2.119007 -0.20 -0.06 -0.15
C -1.501930 -0.956401 -1.710098 -0.47 -2.97 -0.38
H 0.630621 2.266517 5.624377 -0.21 -0.06 -0.17
C -4.797820 -0.714482 1.939511 0.31 -0.09 0.15
H -3.546225 2.797799 2.913414 -0.15 0.04 -0.34
C -0.026935 1.980786 4.803526 -0.03 -0.06 -0.17
O -3.483285 1.735610 -4.952620 2.23 -1.52 1.59
P -2.459906 0.671090 1.110380 -0.62 0.05 0.82
H -1.000773 3.061186 1.716657 0.05 -0.20 0.23
O -2.406996 -2.142607 -4.820059 0.93 1.91 0.98
H 5.960571 -0.158119 -4.140251 -0.16 -0.04 -0.08
S 3.254800 1.672606 -0.758349 -0.51 -0.12 0.00
O 1.224105 0.621129 1.296084 -2.78 -0.21 -2.69
H -5.885855 3.110796 -1.473211 0.09 -0.01 0.27
C 1.424435 -2.648876 -0.265604 0.79 -0.69 0.86
C -3.419565 -0.775517 1.681331 -0.02 -0.61 -0.47
H 0.381609 3.776127 3.646688 -0.15 -0.32 0.08
C -1.561521 0.398968 3.799962 0.25 0.19 -0.18
H -2.818297 -4.010475 2.608539 -0.29 0.30 -0.10
C -3.712606 1.985296 0.904342 -0.25 0.07 -0.33
H 2.382860 -4.448503 3.051946 -0.04 0.11 -0.17
O 1.162494 0.889828 -3.889244 -2.27 -0.78 0.05
C 2.262586 -2.025637 0.675308 -0.33 0.11 0.25
C -2.073028 -1.198396 -4.245795 -1.21 -2.02 -0.53
H 1.163973 -5.692051 1.280632 0.06 0.45 -0.04
H -0.639760 0.112794 5.724876 -0.05 0.32 -0.22
C 5.616245 1.702629 -2.471117 -0.08 0.00 0.18
C 0.900487 -1.917073 -1.428541 0.14 -1.18 0.15
C -5.373068 3.045303 -0.513660 0.12 -0.13 0.13
H -6.521141 -1.754799 2.709009 0.41 -0.10 -0.10
H 4.694079 3.419250 -0.108232 -0.09 -0.36 -0.05
Co -1.617756 0.222060 -3.294069 -0.13 -0.62 1.26
H -4.181712 1.340424 -1.115757 -0.01 0.30 0.19
H -1.669698 -2.063654 1.581271 -0.31 0.05 0.20
C -5.682891 3.939057 0.517542 0.16 -0.16 -0.07
H 3.228517 -2.808567 -2.251631 0.04 0.22 0.00
Co -0.998065 0.304738 -0.505615 -0.31 1.14 -1.64
H 4.233225 0.094680 -4.529274 0.22 0.03 0.23
C 0.367702 0.573866 0.499379 3.60 1.20 4.38
H -6.445711 4.703581 0.365545 0.23 -0.21 0.03
C -4.396442 2.063628 -0.322415 -0.11 0.24 0.34
C -2.724419 -1.988478 1.870182 -0.31 0.16 0.09
H 2.689826 -1.074365 0.375705 -0.23 -0.15 0.45
H 6.495728 1.096605 -0.599878 0.08 -0.09 -0.30
C -5.019385 3.848174 1.742041 0.03 -0.16 -0.05
H -5.352537 0.194216 1.703974 0.13 -0.22 0.22
C 4.833365 2.329274 -0.165446 -0.03 0.48 0.73
N 3.028907 -0.789813 -1.761162 -0.18 0.91 -0.04
H 3.128859 -2.083696 2.654194 -0.10 -0.25 -0.30
H 5.452212 -2.135548 -2.829520 -0.03 0.07 -0.13
H 1.006153 -2.373979 -2.423536 0.39 0.57 0.26
C -1.614717 1.195955 2.647350 0.16 0.09 0.07
H 6.500314 1.508311 -3.081157 -0.06 0.30 0.05
H 2.540750 -1.735741 -3.484816 0.17 -0.26 0.01
H 6.760717 2.774588 -1.029242 -0.07 0.08 0.16
C 3.333460 -1.820687 -2.721867 -0.56 -0.18 -0.79
C 4.646036 -1.727116 -3.448410 0.60 -0.28 -0.09
C -0.731556 0.775368 4.861052 -0.07 0.19 -0.14
H -5.260638 -3.874747 3.136323 0.16 0.30 -0.07
H 4.973216 1.954958 0.860716 -0.02 0.22 -0.37
C 2.557812 -2.630042 1.900533 -0.11 -0.27 -0.59
C -0.174104 -1.114256 -1.251181 -1.76 -0.08 -0.41
C -0.927824 2.421766 2.600842 0.18 -0.16 0.49
H -5.253777 4.537359 2.553627 0.00 -0.18 -0.24
C -0.147167 2.821757 3.688378 -0.21 -0.25 -0.16
H -2.146375 -0.520333 3.866860 0.28 0.28 -0.05
N 4.838982 0.484053 -2.528504 -0.13 -0.08 -0.50
C 6.017423 1.976424 -1.033769 0.44 0.00 -0.16
C -4.742692 -3.004642 2.728182 -0.06 0.15 0.04
C -4.045183 2.869543 1.945540 0.00 -0.06 -0.29
C -1.432387 1.756014 -1.528491 -0.32 4.55 -0.80
H 0.486378 -4.510401 -0.836030 0.24 0.05 0.46
```
Positions in Å, forces in eV/Å.


Entry 2:
Below is C10H7NO2 in the gas phase at a distorted geometry, with properties calculated with ωB97M-V with the def2-TZVPD basis set.

Output
Relative energy (zero: lowest compared OMol25 entry of this formula, charge and spin) = 0.832 eV
Frontier orbital gap = 8.53 eV
SMILES string = O=Cc1c(O)ccc2ncccc12

XYZ file:
```
20
Properties=species:S:1:pos:R:3:forces:R:3
N -2.359280 1.004260 -0.077286 1.75 0.27 -0.12
C -1.045328 -1.493690 -0.109503 -3.02 0.43 0.71
H -4.137910 0.134057 -0.311509 1.26 -1.01 1.03
C 1.091352 2.118038 0.032841 0.85 1.00 0.82
C -0.998084 0.854604 -0.055088 0.06 2.40 0.98
C 2.003265 -1.568902 0.154855 1.17 -0.41 0.62
H -2.979588 -2.303972 -0.015524 -1.06 -0.82 0.00
H 1.756926 3.046221 0.240366 -1.40 -1.69 -0.65
H -0.660532 -2.477570 -0.209829 0.66 -0.57 0.07
H 3.418110 0.057166 -0.299232 0.88 -0.74 0.08
H -0.964222 2.949886 0.338023 1.30 -0.62 -0.36
O 3.117185 0.978172 -0.210752 -0.31 0.72 -0.15
C 1.807533 0.855662 -0.090344 0.40 2.47 0.58
C -3.046877 -0.081574 -0.045413 -1.95 -1.51 -1.11
O 3.243814 -1.482032 -0.047075 -2.43 -0.90 0.34
C -0.289196 -0.319593 -0.046074 1.10 -1.41 0.42
C -2.451127 -1.398625 0.005606 2.15 1.93 -0.85
H 1.583045 -2.641380 0.529524 0.59 2.48 -0.99
C 1.171374 -0.327923 0.089923 -1.04 -2.34 -1.15
C -0.260462 2.097187 0.126495 -0.97 0.32 -0.27
```
Positions in Å, forces in eV/Å.


Entry 3:
Below is 2 unconnected molecules or ions with the total composition C5H11N2O at a distorted geometry, with properties calculated with ωB97M-V with the def2-TZVPD basis set.

Output
Relative energy (zero: lowest compared OMol25 entry of this formula, charge and spin) = 5.655 eV
Frontier orbital gap = 4.68 eV
Charge = +1

XYZ file:
```
19
Properties=species:S:1:pos:R:3:forces:R:3
C -0.186258 -0.973746 0.497509 -0.27 0.18 0.86
C 1.144820 -0.352147 0.237014 0.99 0.25 0.34
H -0.360036 -0.597146 -1.486690 0.39 -0.26 0.59
H -3.505853 -0.453060 0.296101 0.27 0.18 0.23
H -1.168667 0.080525 -3.013704 0.29 -0.09 -0.30
H 5.011389 1.881616 1.168227 0.04 0.18 -0.10
N -2.396666 -0.240126 -1.458218 0.48 -0.04 0.71
C -2.533320 -0.732455 -0.106855 -0.82 -0.64 -0.58
H -1.144680 0.850475 0.634446 -0.25 0.07 -0.31
H 3.983669 1.399048 2.331732 -0.08 0.18 0.15
C -1.279933 -0.249492 -1.991194 -0.92 0.38 -0.91
H 3.416781 2.326796 1.083783 0.04 0.25 0.08
C -1.353994 -0.211226 0.768228 0.56 1.10 0.13
H 2.038655 -0.980035 0.297310 -0.01 -0.34 -0.13
O 1.249742 0.833281 0.133672 -0.47 0.46 -0.22
H -2.508548 -1.827152 -0.183499 -0.18 0.09 0.21
H -1.641063 -0.295142 1.831111 -0.11 -0.61 -0.16
N 4.060317 1.599616 1.346662 0.00 -0.69 -0.10
H -0.200413 -1.995647 0.836607 0.04 -0.67 -0.48
```
Positions in Å, forces in eV/Å.


Entry 4:
Below is C6H6 in the gas phase, with properties calculated with ωB97M-V with the def2-TZVPD basis set.

Output
Relative energy (zero: lowest compared OMol25 entry of this formula, charge and spin) = 3.742 eV
Frontier orbital gap = 10.98 eV
SMILES string = C#CCCC#C

XYZ file:
```
12
Properties=species:S:1:pos:R:3:forces:R:3
H 0.160721 -1.047938 1.258748 -0.01 0.13 -0.13
C -3.024544 0.102691 -0.491677 0.41 -0.18 0.05
C 3.018393 0.109466 0.383882 -0.47 -0.04 0.04
H 4.074512 0.201499 0.251079 -0.21 -0.02 0.02
H -0.031535 -0.903174 -1.259304 -0.13 0.08 0.13
C 0.377846 -0.115790 0.724111 -0.05 0.01 0.07
H -4.080707 0.251499 -0.497729 0.14 -0.08 0.05
H 0.021316 0.701011 1.361459 0.06 -0.10 -0.09
C -1.833581 -0.072592 -0.500860 -0.48 0.19 -0.04
C -0.373931 -0.080755 -0.621206 0.04 0.07 -0.11
C 1.828737 0.006815 0.541213 0.46 0.04 -0.05
H -0.137222 0.847271 -1.149720 0.26 -0.09 0.05
```
Positions in Å, forces in eV/Å.